14
Properties=species:S:1:pos:R:3:forces:R:3:lowdin_charge:R:1 method="wB97M-V/def2-TZVPD" relative_energy_kcal_mol=16.39 largest_force_ha_per_bohr=0.1058 homo_energy_ev=-14.241 mol_weight_g_mol=165.0 e_tot_ha=-2856.5018 total_charge=+1
C 1.834 -0.181 -0.296 -1.9 2.1 1.7 0.063
C 1.906 1.228 -0.111 0.4 -0.3 -1.2 0.021
C 0.530 -0.461 0.088 -1.9 -4.2 -0.8 -0.200
N -0.139 0.671 0.354 -0.5 -1.0 -0.6 0.104
N -0.178 -1.866 0.060 1.0 5.3 0.2 0.139
N 0.677 1.694 0.119 0.3 0.1 0.7 0.071
Br -3.582 0.206 -0.180 -0.1 0.2 -0.1 0.384
H 2.458 -0.992 -0.522 1.5 -0.2 -0.2 0.112
H 2.703 1.950 -0.171 0.2 -0.2 -0.2 0.144
H -1.109 0.871 0.196 -0.6 -0.7 0.3 0.068
H 0.390 -2.451 -0.504 0.6 -0.8 -0.3 0.062
H -0.245 -2.161 1.014 0.0 -0.5 0.4 0.077
H -4.663 -0.705 -0.220 0.0 -0.1 0.0 -0.249
H 0.221 2.595 0.192 1.0 0.3 0.1 0.203

=====

43
Properties=species:S:1:pos:R:3:forces:R:3:lowdin_charge:R:1 method="wB97M-V/def2-TZVPD" smiles="O[C@@H](COC[C@@H]1CC=CCC1)Cn1cnc2ccccc21" relative_energy_kcal_mol=133.08 largest_force_ha_per_bohr=0.0892 homo_energy_ev=-8.451 mol_weight_g_mol=286.4 e_tot_ha=-920.8540
O 2.090 3.163 0.474 1.6 1.8 -0.4 -0.062
C 2.008 1.763 0.237 -4.1 2.0 -0.1 -0.305
C 1.235 0.999 1.397 0.4 1.9 0.5 -0.120
O 0.157 1.616 2.136 0.0 0.0 0.4 -0.134
C -0.527 0.591 2.944 0.0 -0.3 -1.8 -0.132
C -1.805 0.090 2.145 2.7 2.9 0.6 -0.316
C -3.074 0.900 2.601 0.4 -1.1 -0.1 -0.133
C -4.279 0.137 2.085 0.0 -1.9 -1.0 -0.090
C -4.215 -1.116 1.497 -1.2 4.3 1.1 -0.100
C -2.948 -1.828 1.339 0.5 -0.4 0.7 -0.186
C -1.794 -1.366 2.296 -3.1 -1.6 -1.0 -0.157
C 1.233 1.772 -1.082 -2.3 -1.4 -0.2 -0.075
N 0.993 0.440 -1.713 -2.3 -0.2 2.5 -0.013
C -0.127 -0.463 -1.603 0.3 1.1 -0.3 -0.114
N 0.052 -1.561 -2.269 0.9 -0.2 0.3 0.115
C 1.378 -1.480 -2.747 -0.3 -0.8 0.2 -0.237
C 2.119 -2.292 -3.620 -0.8 -1.1 -1.2 -0.015
C 3.245 -1.769 -4.244 -0.5 -0.2 0.2 -0.121
C 3.780 -0.548 -3.857 -0.3 1.2 1.0 -0.103
C 3.217 0.174 -2.782 -1.0 -1.2 -1.7 0.007
C 1.930 -0.297 -2.310 3.5 1.5 -1.9 -0.227
H 2.612 3.703 -0.244 -1.4 -2.1 2.0 0.156
H 2.924 1.329 0.144 2.7 -1.4 -0.2 0.108
H 1.961 0.734 2.127 1.0 -0.2 0.7 0.113
H 0.876 0.096 1.020 -0.5 -1.6 -1.2 0.090
H -0.916 0.866 3.924 0.6 1.1 0.0 0.115
H 0.214 -0.225 3.162 -0.7 0.5 -0.4 0.124
H -1.618 0.363 1.090 -0.1 -0.2 0.3 0.128
H -3.049 0.989 3.701 -0.2 -0.1 -0.3 0.109
H -3.066 1.952 2.214 0.1 -1.0 0.1 0.133
H -5.247 0.619 2.038 0.0 0.2 0.2 0.084
H -5.117 -1.305 0.887 0.6 -0.8 0.6 0.108
H -2.632 -1.531 0.378 0.8 0.3 -1.5 0.084
H -3.161 -2.858 1.182 0.3 -1.3 0.6 0.101
H -0.893 -1.892 2.073 0.9 0.1 -0.8 0.109
H -1.933 -1.623 3.318 -0.8 -0.4 1.1 0.117
H 0.177 2.141 -0.783 1.8 -0.1 -0.9 0.167
H 1.748 2.391 -1.855 -0.6 -0.2 0.7 0.132
H -1.069 -0.258 -1.047 1.0 0.3 -0.6 0.122
H 1.724 -3.283 -3.984 0.3 1.3 0.5 0.127
H 3.637 -2.214 -5.143 0.2 -0.5 0.1 0.095
H 4.555 -0.082 -4.487 -0.2 -0.3 0.7 0.107
H 3.605 1.165 -2.640 -0.1 0.3 0.6 0.088

=====

8
Properties=species:S:1:pos:R:3:forces:R:3:lowdin_charge:R:1 method="wB97M-V/def2-TZVPD" smiles="C#[N+][O-].O=CCl" relative_energy_kcal_mol=76.45 largest_force_ha_per_bohr=0.0457 homo_energy_ev=-10.166 mol_weight_g_mol=107.5 e_tot_ha=-742.7147
C 0.282 -1.193 1.542 -1.3 -0.7 0.0 0.110
N -0.661 -1.867 1.473 2.0 1.1 0.7 -0.222
O -1.588 -2.605 1.488 -1.0 -0.6 -0.3 0.033
H 1.108 -0.537 1.599 0.2 0.1 0.0 0.073
O 1.788 0.308 -0.514 -0.6 -0.7 0.1 0.014
C 1.201 -0.573 -1.045 1.0 -0.1 -1.7 -0.681
Cl 1.736 -2.283 -1.140 0.1 0.3 0.5 0.587
H 0.427 -0.543 -1.828 -0.4 0.6 0.7 0.086

=====

24
Properties=species:S:1:pos:R:3:forces:R:3:lowdin_charge:R:1 method="wB97M-V/def2-TZVPD" smiles="C=C(C)[SiH3].CC/C=N/O" relative_energy_kcal_mol=137.24 largest_force_ha_per_bohr=0.1193 homo_energy_ev=-9.479 mol_weight_g_mol=145.3 e_tot_ha=-656.9168
C -0.278 -2.344 -0.352 0.3 -0.1 -3.8 -0.097
C -1.045 -1.450 0.216 -1.0 0.8 0.8 -0.510
C -1.188 -1.536 1.718 -0.9 0.4 -0.1 -0.107
Si -1.940 -0.235 -0.974 -0.3 -0.1 -0.8 0.648
H 0.334 -3.131 0.053 -0.1 -0.1 0.5 0.082
H -0.212 -2.212 -1.499 0.1 -0.8 1.6 0.071
H -1.307 -0.650 2.299 -0.3 1.4 -0.2 0.058
H -0.311 -1.917 2.164 1.1 -1.1 0.2 0.063
H -2.046 -2.123 2.023 -0.1 -0.4 -0.1 0.078
H -1.325 -0.138 -2.455 0.0 0.1 1.9 -0.029
H -2.324 1.050 -0.303 0.7 -0.1 -0.2 -0.075
H -3.282 -0.655 -1.406 -0.2 -0.5 0.2 -0.105
C 1.756 2.516 0.035 4.3 2.1 3.8 -0.111
C 1.205 1.392 0.804 -4.4 1.5 -1.6 -0.264
C 1.289 0.220 -0.012 1.6 -2.3 -0.7 -0.251
N 2.189 -0.653 0.220 0.6 0.6 1.2 -0.001
O 2.487 -1.631 -0.707 -2.2 0.7 -0.8 -0.065
H 1.513 2.842 -0.884 -1.9 0.4 -3.3 0.033
H 2.865 2.342 -0.054 -0.8 0.1 0.0 0.106
H 1.699 3.416 0.722 0.0 -0.7 -0.9 0.104
H 0.157 1.753 1.077 0.9 -1.2 -0.2 0.138
H 1.744 1.301 1.643 1.9 -0.5 3.2 0.078
H 0.820 0.237 -0.960 -0.8 0.0 -1.2 0.082
H 1.686 -1.620 -1.314 1.4 -0.3 0.4 0.075